Computed, not measured: an isolated ion of composition C20H18F2NO and charge +1, with wB97M-V/def2-TZVPD.

```
42
Properties=species:S:1:pos:R:3:forces:R:3:lowdin_charge:R:1
C -0.058182 5.313939 -3.238771 0.016 -0.165 0.034 -0.053
O 0.443606 4.006094 -3.590750 0.375 -0.285 1.428 -0.076
C 0.702826 3.153803 -2.544849 -0.713 -0.270 0.155 -0.239
C 1.299266 1.913930 -2.872369 -0.128 0.077 0.389 0.029
C 1.449000 0.921410 -1.900749 -0.033 0.381 -0.564 -0.017
C 0.988334 1.129793 -0.605336 -0.382 0.177 -0.656 -0.244
N 1.149273 0.057368 0.363511 0.311 -1.796 0.566 0.156
C 0.568621 -1.578527 0.343505 -0.737 -0.366 -0.296 -0.048
C 0.793415 -2.147889 1.766660 0.267 0.093 -0.154 -0.185
C 2.003865 -1.865499 2.413126 -0.140 -0.006 0.592 -0.050
C 2.202132 -2.237946 3.756890 -0.318 -0.148 -0.664 -0.040
C 1.269401 -3.039589 4.422500 0.197 0.380 -0.202 0.017
C 0.117136 -3.394847 3.736216 -0.274 -0.933 -0.072 -0.211
F -0.772139 -4.254501 4.351689 0.991 1.206 -0.894 0.055
C -0.131484 -2.986329 2.419971 -0.251 0.140 0.373 0.044
C -0.845596 -1.549013 -0.155526 0.182 0.472 -0.003 -0.222
C -1.186182 -1.686477 -1.511906 -0.162 0.354 0.327 -0.019
C -2.528356 -1.474962 -1.876197 0.170 -0.351 -0.073 -0.042
C -3.523529 -1.201480 -0.922067 0.436 0.175 0.397 0.022
C -3.130540 -1.015820 0.403169 0.141 0.198 0.469 -0.216
F -4.037300 -0.633512 1.363886 0.871 -0.498 -1.183 0.057
C -1.797434 -1.164247 0.786394 -0.757 0.233 -0.044 0.018
C 0.429638 2.354468 -0.237776 -0.071 0.092 -0.357 0.001
C 0.291781 3.375142 -1.199009 0.201 -0.259 -0.444 0.013
H -0.187997 5.833144 -4.190166 0.025 -0.075 0.248 0.099
H -1.028175 5.239846 -2.715508 0.364 0.006 -0.285 0.097
H 0.667056 5.852857 -2.604796 -0.254 -0.210 -0.271 0.105
H 1.607381 1.736493 -3.901173 -0.017 0.063 0.262 0.130
H 1.934548 -0.021850 -2.161422 -0.192 0.238 -0.024 0.124
H 1.004832 0.424440 1.303877 -0.037 -0.296 0.085 0.161
H 2.076921 -0.333186 0.315036 0.885 0.922 0.223 0.124
H 1.242506 -2.123745 -0.365827 -0.359 0.967 0.373 0.166
H 2.820185 -1.376758 1.873285 -0.234 0.045 0.354 0.113
H 3.094915 -1.899266 4.267203 0.038 -0.241 -0.035 0.115
H 1.465632 -3.396721 5.432854 -0.230 0.142 -0.246 0.133
H -1.061165 -3.318983 1.956277 0.331 0.161 0.084 0.136
H -0.400723 -1.877972 -2.267472 -0.681 0.009 0.497 0.125
H -2.785337 -1.546714 -2.937813 -0.072 -0.012 0.483 0.118
H -4.579331 -1.084105 -1.151495 0.255 -0.007 -0.244 0.129
H -1.486557 -0.955018 1.809892 -0.359 -0.078 -0.231 0.133
H 0.089829 2.523926 0.790269 0.083 -0.015 -0.410 0.126
H -0.172071 4.328304 -0.925236 0.261 -0.520 0.017 0.112
```
Positions in Å, forces in eV/Å.

## Properties
Relative energy (zero: lowest compared OMol25 entry of this formula, charge and spin) (eV): 0.000
Gap between HOMO and LUMO (eV): 8.81
DFT total energy (hartree): -1102.36941
Structure (SMILES): COc1ccc([NH2+]C(c2cccc(F)c2)c2cccc(F)c2)cc1
Total charge: +1